# C30H30N6O2PdS

A molecular structure, C30H30N6O2PdS (ωB97M-V/def2-TZVPD, the OMol25 dataset).

For the HOMO-LUMO gap, the calculation gives 6.306 eV. The LUMO energy is -1.2806 eV. For the electronic energy, the calculation gives -58945.1975 eV. As for the largest force on an atom: 2.42 eV Å⁻¹. As for the total charge: 0. The highest occupied orbital energy is -7.59 eV.

CARTESIAN COORDINATES (ANGSTROEM)
Pd -0.25350 -0.11680 0.72660
S -0.27660 -2.84530 -0.48220
O -4.50000 -1.62220 2.19200
O -2.19440 -0.36130 0.89420
N -0.49800 0.62150 -1.12770
N -4.50230 -1.19950 -0.56140
N 0.20130 -0.54390 2.63530
N 1.76000 0.19370 0.61320
N -1.17320 2.92530 -1.26400
N -1.88940 4.93360 -0.09110
C 2.55920 0.55570 -0.54680
C -0.85350 1.75110 -1.03920
C 4.01220 0.15850 -0.43390
C 0.56910 -0.72700 4.84150
C 1.50840 -0.18990 2.89070
C -2.28370 1.71710 2.03340
C -4.94620 1.97340 1.34460
C -2.94450 -4.73390 0.97470
C 1.26180 -2.95290 -1.45100
C -4.90480 -0.00480 -0.02780
C -3.92590 -2.56500 1.39420
C -2.86910 0.68090 1.27860
C 4.36330 -1.12200 -0.01840
C 6.35140 0.69010 -0.64630
C 1.75910 -0.31450 4.26640
C -4.25700 0.82890 0.88910
C -0.35980 -0.85610 3.80170
C 5.02110 1.06140 -0.74220
C 0.36990 -3.46380 1.10140
C -2.98980 2.84000 2.42780
C -2.98320 -4.50580 -0.38830
C 6.68850 -0.59240 -0.25060
C -4.33520 2.95640 2.09420
C -3.46080 -3.30360 -0.86360
C -3.93850 -2.31300 0.00070
C -1.56060 3.95740 -0.60670
C 5.69040 -1.49630 0.07320
C -3.39970 -3.76110 1.85630
C 2.29810 0.19290 1.79390
C -4.72790 -1.93730 3.54080
H -1.39320 -1.14760 3.87010
H 4.76210 2.06170 -1.05700
H -5.98760 2.06920 1.06970
H 1.52570 -3.99710 -1.59500
H 1.04570 -2.72680 1.53600
H 1.06670 -2.48400 -2.40860
H -2.50960 3.61850 2.99890
H 5.94390 -2.49610 0.39570
H 0.37930 -0.92860 5.87920
H 2.69360 -0.12160 4.75700
H 3.59200 -1.82990 0.25440
H 0.88950 -4.40570 0.94110
H -5.31670 -1.11490 3.94220
H -5.80250 0.39210 -0.48690
H -3.34760 -3.95830 2.91700
H -2.62990 -5.25650 -1.07710
H -3.46850 -3.10500 -1.92410
H 7.12630 1.40360 -0.88250
H 3.34150 0.46630 1.94320
H 2.06040 -2.42740 -0.93980
H -3.79690 -2.01180 4.11250
H 2.49130 1.64030 -0.71390
H -5.28850 -2.87260 3.64550
H 7.72440 -0.88900 -0.18780
H -2.56810 -5.67020 1.35910
H -0.49160 -3.61560 1.74720
H -1.23130 1.62030 2.31910
H -4.89250 3.82500 2.41230
H -4.70770 -1.30920 -1.54710
H 2.11170 0.07080 -1.42550

---

# C30H30N6O3RuS2

A molecular structure, C30H30N6O3RuS2 (ωB97M-V/def2-TZVPD, the OMol25 dataset).

For the HOMO-LUMO gap (spin up / spin down), the calculation gives 5.369 / 5.299 eV. The LUMO energy (spin up / spin down) is -7.9884 / -8.0576 eV. For the electronic energy, the calculation gives -70916.6625 eV. As for the largest force on an atom: 2.84 eV Å⁻¹. As for the total charge: +2. The highest occupied orbital energy (spin up / spin down) is -13.36 / -13.36 eV.

CARTESIAN COORDINATES (ANGSTROEM)
Ru 1.82811 -0.60227 0.26645
S 5.24966 -0.61389 3.63651
S 2.46490 -0.92947 2.42682
O 0.79480 2.91087 -1.68378
O -4.03980 2.99161 1.45025
O -3.15326 -2.51622 0.06495
N 4.78842 -0.64631 1.09637
N -1.70828 1.72236 0.01639
N 0.38229 0.73713 0.31451
N 2.06368 -1.25522 -1.69627
N -1.52939 -0.54793 -0.01616
N 3.88596 -0.70351 0.05787
C -5.62901 1.75907 -1.52403
C 4.34161 -1.02429 -1.08411
C 2.67489 -2.08647 -4.26212
C 0.92474 2.03961 0.60667
C 1.59436 3.60012 2.33269
C -0.95318 -1.80783 0.22739
C -3.32973 1.16369 -1.70456
C -1.86821 -2.87632 0.27671
C -0.05548 -4.37693 0.71460
C 0.84380 -3.32866 0.64893
C 1.68011 4.60844 1.37506
C -1.41775 -4.15582 0.53001
C 4.42979 -1.71629 4.82251
C -4.59655 1.14732 -2.23520
C 3.68716 -1.69525 -3.38864
C 1.36683 -2.05405 -3.82494
C 1.41860 4.32943 0.04788
C -4.09123 2.37779 0.24457
C 1.05766 3.04685 -0.35887
C 1.21241 2.33504 1.94451
C 1.09551 -1.62744 -2.53146
C -0.95292 0.63493 0.08661
C 4.22254 -0.72637 2.24806
C -4.17390 -3.50576 0.25360
C -5.37005 2.37068 -0.31910
C 1.15232 1.72064 -2.36363
C -2.86404 3.11149 2.24132
C 0.39342 -2.02854 0.41791
C -3.05990 1.76013 -0.46710
C 3.35198 -1.31011 -2.11392
H -2.13715 3.78513 1.77998
H -1.22516 2.59710 0.15572
H 1.50221 5.09125 -0.71625
H -3.19337 3.55138 3.17655
H -2.50554 0.72740 -2.26090
H 4.50426 -2.74373 4.47779
H -2.41007 2.14280 2.44754
H 1.33523 1.99870 -3.39841
H 5.40896 -1.17015 -1.22685
H -4.07476 -4.30758 -0.47759
H 1.10546 1.54443 2.67464
H -4.77975 0.68545 -3.19545
H 2.06819 1.29705 -1.94352
H -6.63563 1.76332 -1.92136
H -4.12975 -3.91170 1.26379
H -6.15234 2.86628 0.24126
H 4.98073 -1.60245 5.75314
H -2.53970 -0.55629 -0.12945
H 0.08417 -1.58224 -2.15357
H 0.55342 -2.36217 -4.46752
H 1.80876 3.80832 3.37223
H 2.91374 -2.42624 -5.26121
H 4.72924 -1.70927 -3.68121
H -5.11680 -2.99211 0.10445
H 3.39335 -1.43309 4.98111
H 0.29753 -5.37900 0.91911
H 0.35085 0.97918 -2.33170
H -2.11242 -4.98185 0.59135
H 1.96477 5.61189 1.66405
H 1.89870 -3.52409 0.78700

---

# C30H30N7O2PdSe

A molecular structure, C30H30N7O2PdSe (ωB97M-V/def2-TZVPD, the OMol25 dataset).

For the HOMO-LUMO gap (spin up / spin down), the calculation gives 5.820 / 5.819 eV. The LUMO energy (spin up / spin down) is -3.5551 / -3.5561 eV. For the electronic energy, the calculation gives -114945.0256 eV. As for the largest force on an atom: 0.30 eV Å⁻¹. As for the total charge: +1. The relative energy (zero: lowest compared OMol25 entry of this formula, charge and spin) comes out at 40.7 kJ/mol. The highest occupied orbital energy (spin up / spin down) is -9.37 / -9.37 eV.

CARTESIAN COORDINATES (ANGSTROEM)
Pd -1.75320 -0.55194 0.67960
Se 0.78070 -0.22712 2.27495
O 0.77408 0.11547 -1.51030
O -1.35760 -0.63766 -1.37372
N -2.43104 -0.46688 2.48027
N -2.00856 -0.02931 -3.75904
N -1.72471 -2.54147 1.21123
N -2.51399 -1.51274 3.19964
N -2.16976 1.41407 0.71644
N 2.82488 0.12588 0.34943
N 3.63872 -0.52715 2.26227
C -0.52368 0.02367 -3.47474
C -2.26179 -1.00582 -4.87934
C 4.71657 -0.38898 1.39238
C -2.14525 -2.65803 2.49390
C -1.78610 -5.01271 2.43395
C -2.44165 2.32423 -1.50155
C 6.37151 0.04487 -0.74930
C -2.00052 3.12262 -2.54712
C -0.31657 -0.17675 -1.96558
C -1.74093 2.29518 -0.29600
C -3.04952 1.08610 4.27487
C 6.07644 -0.57789 1.57905
C -3.22859 2.38565 4.63516
C -0.59675 3.07402 -0.14936
C -1.34368 -4.88408 1.12240
C -0.15962 3.86908 -1.19889
C -2.46707 1.80652 1.96023
C -1.32587 -3.62643 0.55143
C 3.74325 -0.92831 3.64976
C -0.89285 -1.19797 -5.51660
C -3.03796 3.41237 3.66844
C 6.89501 -0.35481 0.48264
C -0.85285 3.89378 -2.40160
C -2.18858 -3.89102 3.13289
C 4.19366 0.01396 0.16517
C -2.66727 0.79305 2.94578
C 0.06872 -1.09379 -4.33463
C 5.01105 0.24036 -0.93023
C -2.66701 3.15457 2.38250
C 2.49393 -0.21964 1.61060
H -3.35085 1.73821 -1.58180
H 7.04479 0.21302 -1.57893
H -2.64029 -1.92159 -4.42983
H -2.54414 3.95879 1.67075
H 4.17571 -0.12520 4.24650
H -2.39389 -0.34586 -2.84411
H 4.37045 -1.81571 3.72297
H -1.81033 -5.98367 2.91000
H 2.10581 0.26833 -0.35356
H -2.57435 3.17942 -3.46718
H -2.52747 -3.93652 4.15703
H 1.08674 -0.85718 -4.63226
H 7.96316 -0.49016 0.58408
H -3.01795 -0.60082 -5.54624
H -0.82635 -2.14819 -6.04187
H -0.98128 -3.45881 -0.46034
H -0.51247 4.52391 -3.21277
H 2.74422 -1.15071 4.01430
H -0.03850 3.02333 0.77773
H -1.01255 -5.73950 0.55229
H -3.17618 0.27123 4.97349
H -0.69869 -0.40172 -6.23760
H -3.50929 2.64577 5.64549
H -3.19962 4.44089 3.96646
H 4.60644 0.56087 -1.88071
H 6.48414 -0.87931 2.53428
H -0.15308 1.00731 -3.75317
H -2.37559 0.89781 -3.95607
H 0.09274 -2.02747 -3.76856
H 0.73313 4.46855 -1.07741